C10H11N2O | ωB97M-V/def2-TZVPD

Calculated values
Frontier orbital gap, eV: 10.1
ΔE to the lowest compared entry with this formula, charge and spin, kJ/mol: 239.6
HOMO level, eV: -13.8
Total charge: +1
Spin multiplicity: 1
SMILES: C[N@+]1(c2ccccc2)C=CC(=O)N1
E, eV: -15566.1417

Last column: Mulliken charge in e.
CARTESIAN COORDINATES (ANGSTROEM)
C  -0.85486  1.96740  -0.56243  -0.733
N  0.13379  0.71444  -0.87427  1.076
C  0.14441  -0.35527  0.24966  0.972
C  -0.38132  -0.12291  1.46906  -0.489
C  -0.39706  -1.12390  2.40433  -0.695
C  0.00972  -2.41778  2.05508  -0.280
C  0.49731  -2.66048  0.74343  -0.840
C  0.63718  -1.56085  -0.14398  -0.296
C  1.43770  1.38006  -1.10498  -0.548
C  1.92728  1.07206  -2.25914  -0.292
C  0.88016  0.25890  -3.02538  0.416
O  0.85345  -0.15625  -4.14680  -0.510
N  -0.22396  0.28012  -2.14755  -0.601
H  -1.96877  1.71001  -0.82977  0.317
H  -0.93981  2.32149  0.47733  0.348
H  -0.45131  2.80579  -1.14058  0.339
H  -0.64050  0.85850  1.81455  0.254
H  -0.86953  -1.07296  3.35953  0.395
H  -0.22474  -3.13388  2.89690  0.310
H  1.21235  -3.43389  0.50875  0.352
H  1.02315  -1.73288  -1.17031  0.351
H  1.97745  1.97234  -0.36184  0.423
H  2.73724  1.44655  -2.95869  0.422
H  -0.92895  -0.49823  -2.31512  0.309